Entry from the OMol25 dataset: a structure of composition C38H34N5P2SiV in a non-equilibrium geometry (wB97M-V/def2-TZVPD).

```
81
Properties=species:S:1:pos:R:3:forces:R:3
V -0.432 0.801 0.099 -0.297 -0.926 -0.688
C 0.357 -0.173 3.584 0.583 -0.673 0.541
Si 0.134 -0.930 1.847 0.655 1.145 0.898
C 1.816 -1.682 1.480 0.279 0.251 -1.271
C 2.177 -2.981 1.803 0.064 0.593 -0.811
C 3.392 -3.482 1.342 0.441 0.014 1.399
C 4.334 -2.637 0.729 -1.107 -0.496 0.218
C 3.946 -1.388 0.302 1.018 1.214 -0.674
C 2.702 -0.943 0.652 -1.998 0.143 0.399
P 1.951 0.593 0.102 -0.608 -0.391 0.882
C 2.829 1.968 0.776 2.289 -0.334 -0.542
C 3.616 1.666 1.899 0.084 1.687 0.242
C 4.350 2.728 2.482 -1.488 -0.397 -1.838
C 4.394 3.980 1.870 -0.085 0.079 1.076
C 3.717 4.200 0.693 -0.529 -0.663 -0.815
C 2.987 3.183 0.097 -1.134 -1.014 -0.613
C 1.499 0.618 -1.621 0.558 -1.327 -0.767
C 1.673 -0.593 -2.407 -0.471 2.652 -0.024
C 1.055 -0.632 -3.631 -0.378 -1.147 -0.102
C 0.159 0.349 -4.050 -0.499 1.539 -0.598
C 0.042 1.554 -3.361 0.009 -0.913 0.471
C 0.710 1.659 -2.124 -0.525 0.897 -0.096
C -1.073 -2.322 1.869 0.255 -0.548 -0.471
C -1.156 -3.291 2.839 0.107 -0.986 0.900
C -1.885 -4.475 2.637 0.776 0.923 0.690
C -2.570 -4.692 1.478 -0.269 0.096 -1.185
C -2.553 -3.702 0.469 -0.099 -0.333 0.947
C -1.726 -2.590 0.670 -1.498 0.738 -1.044
P -1.583 -1.263 -0.598 1.128 -1.338 1.149
C -1.779 -2.075 -2.150 0.611 -0.348 -1.296
C -0.720 -2.820 -2.735 0.130 0.615 1.746
C -0.797 -3.348 -3.976 -0.395 -0.378 -1.448
C -1.943 -3.124 -4.763 -0.833 0.223 1.040
C -3.038 -2.439 -4.212 1.314 -0.466 0.174
C -2.916 -1.925 -2.896 -1.531 -0.129 -1.759
C -2.758 0.033 -0.314 -0.651 0.994 0.011
C -2.820 1.106 -1.234 0.653 -0.324 -0.170
C -3.595 2.227 -0.936 0.521 -0.127 -0.410
C -4.273 2.380 0.256 -0.142 -1.081 0.877
C -4.162 1.373 1.220 1.509 -0.617 -1.257
C -3.370 0.212 0.923 -1.790 0.849 0.631
H 0.150 -0.989 4.295 -0.139 -0.027 -0.158
H -0.291 0.631 3.931 0.059 0.200 -0.265
H 1.428 0.031 3.826 -0.738 0.286 -0.460
H 1.433 -3.538 2.340 0.215 -0.699 0.219
H 3.646 -4.485 1.696 0.241 0.274 -0.514
H 5.337 -2.932 0.609 0.959 -0.631 -0.395
H 4.582 -0.670 -0.277 -0.223 -1.072 0.594
H 3.658 0.666 2.312 -0.153 0.154 0.186
H 4.745 2.562 3.423 1.244 -0.215 1.555
H 4.890 4.833 2.351 -0.060 -0.561 -0.175
H 3.716 5.152 0.237 0.290 0.915 -0.479
H 2.483 3.158 -0.915 0.795 1.035 1.274
H 2.351 -1.360 -2.127 0.330 -0.539 0.519
H 1.147 -1.548 -4.221 0.148 0.542 0.030
H -0.435 0.255 -4.965 0.429 -0.295 0.220
H -0.607 2.385 -3.673 0.402 -0.551 -0.086
H 0.615 2.645 -1.643 0.235 -0.618 0.116
H -0.567 -3.250 3.761 -0.351 0.335 -0.187
H -1.876 -5.167 3.452 -0.105 -0.570 0.109
H -3.073 -5.643 1.306 -0.183 0.370 0.103
H -3.286 -3.810 -0.333 0.761 0.121 -0.221
H 0.214 -2.971 -2.203 -0.184 0.045 0.273
H 0.064 -3.912 -4.340 -0.399 0.096 -0.120
H -2.087 -3.530 -5.742 0.377 -0.217 -0.441
H -3.940 -2.361 -4.829 0.251 0.225 0.579
H -3.800 -1.421 -2.545 -0.032 0.298 0.476
H -2.242 0.956 -2.172 -0.762 0.550 0.453
H -3.645 3.035 -1.623 -0.020 0.424 -0.719
H -4.933 3.218 0.430 0.194 0.166 -0.032
H -4.611 1.483 2.184 -0.362 -0.158 0.324
H -3.489 -0.629 1.585 0.478 -0.148 0.394
N -1.336 5.921 0.936 -1.313 -1.760 0.519
N -0.666 4.723 1.175 -0.548 1.005 -0.841
N 0.173 4.498 2.138 0.762 -1.586 0.886
C 0.450 3.195 1.962 -1.525 1.966 -0.538
N -0.228 2.727 0.881 0.349 0.076 1.120
N -0.921 3.721 0.414 -0.601 -0.116 -1.070
H -0.683 6.645 0.873 1.110 1.383 0.085
H -2.001 6.036 1.707 0.371 0.327 -0.357
H 0.947 2.615 2.674 1.036 -0.724 0.611
```
Positions in Å, forces in eV/Å.

<S²>: 2.09
E_tot (Eh): -3657.84737
2S+1: 3
LUMO energy (alpha / beta) (eV): -5.944 / -5.754
Net charge: +2
Orbital gap (alpha / beta) (eV): 7.78 / 7.23
M (g/mol): 701.7
ΔE to the lowest compared entry with this formula, charge and spin (eV): 0.000

Here are the Löwdin charges for atoms 1 to 5, given in e: 0.457, -0.181, 0.608, -0.268, -0.052